(1)
Here is the molecule C2H4N2OS from the Open Molecules 2025 dataset. Energies are from ωB97M-V/def2-TZVPD.

- net charge = 0
- SMILES string = C=NSC(N)=O
- HOMO energy (eV) = -9.12
- DFT total energy (eV) = -17999.7159
- HOMO-LUMO gap (eV) = 9.8

Each line ends with the Löwdin charge.
Atoms and positions in Å:
C  0.23  1.33  0.17  -0.79
C  -0.76  -2.53  0.05  -0.23
H  0.27  1.92  2.18  0.16
H  0.39  0.11  1.57  0.05
H  -0.56  -3.39  0.87  0.10
H  -1.41  -2.84  -1.01  0.14
N  0.37  1.12  1.50  0.11
N  -0.11  -1.50  0.46  -0.37
O  0.16  2.23  -0.66  -0.06
S  0.08  -0.24  -0.84  0.89

***

(2)
Here is C2H4N2OS as an isolated structure from the Open Molecules 2025 dataset. Energies are from ωB97M-V/def2-TZVPD.

- net charge = 0
- HOMO energy (eV) = -8.57
- DFT total energy (eV) = -17996.1937
- HOMO-LUMO gap (eV) = 9.0

Each line ends with the Löwdin charge.
Atoms and positions in Å:
C  -0.30  -1.01  0.77  -0.51
C  0.53  1.33  -2.18  -0.15
H  -0.19  1.33  3.15  0.24
H  0.00  -2.00  1.38  0.13
H  0.97  2.28  -2.29  0.05
H  0.62  0.77  -3.14  0.07
N  -0.58  0.18  1.22  -0.12
N  0.26  0.83  -1.06  -0.35
O  -0.69  0.29  2.71  -0.23
S  0.31  -0.86  -0.84  0.88

***

Largest force on an atom (computed, eV Å⁻¹): 4.00 6.04
ΔE to the lowest compared entry with this formula, charge and spin (computed, kcal/mol): 67.9 149.1